58
Properties=species:S:1:pos:R:3 method="wB97M-V/def2-TZVPD" total_charge=-1 spin_multiplicity=8 lumo_energy_ha="0.096 / 0.096" e_tot_ha=-2453.9029 homo_lumo_gap_ev="2.7470 / 3.7944" e_homo_ev="-0.14 / -1.19"
Gd -0.0915 0.8001 0.1404
Cl 1.6114 1.3412 1.9404
N -1.5182 -0.2818 1.6248
N 1.5128 0.6058 -1.5340
C -2.3267 -1.3110 1.5498
C 1.6378 -0.1255 -2.6157
C -2.1453 0.7565 2.5122
C -3.5969 0.2698 2.5501
C -1.9999 2.1542 1.9163
C -1.4397 0.7064 3.8563
H -2.4723 2.2126 0.9200
H -0.9287 2.4574 1.8725
H -2.5038 2.8767 2.5744
H -1.5438 -0.2925 4.3062
H -1.8753 1.4597 4.5309
H -0.3673 0.9245 3.7209
C 2.0523 1.9805 -1.8205
C 2.1042 1.9625 -3.3509
C 3.4137 2.0925 -1.1566
C 1.1282 3.0639 -1.2712
H 0.1144 2.9764 -1.7007
H 1.5296 4.0495 -1.5478
H 1.0982 3.0320 -0.1587
H 4.0952 1.3233 -1.5502
H 3.3087 1.9512 -0.0682
H 3.8376 3.0904 -1.3480
O 1.9869 0.5453 -3.7104
H 3.0385 2.3696 -3.7600
H 1.2433 2.4938 -3.7866
O -3.5374 -1.1133 2.0630
H -4.2289 0.8457 1.8552
H -4.0367 0.2876 3.5567
C -1.9365 -2.6434 1.0233
C 1.5029 -1.6040 -2.6552
C 0.1913 -2.2566 -2.1950
H 2.3273 -1.9704 -2.0174
H 1.7516 -1.8992 -3.6824
C -0.2163 -2.2309 -0.8463
C -1.4555 -2.7586 -0.4296
H 0.5183 -1.9242 -0.0792
C -2.1855 -3.5344 -1.3420
C -1.7397 -3.6490 -2.6689
C -3.3937 -4.3278 -0.9240
C -0.5516 -3.0346 -3.0952
H -2.3090 -4.2687 -3.3759
C -0.0688 -3.3099 -4.4928
H -0.7878 -3.9572 -4.9995
H 0.8981 -3.8217 -4.5147
H 0.0381 -2.3973 -5.0845
H -3.1674 -5.0710 -0.1533
H -3.7846 -4.8695 -1.7881
H -4.1946 -3.6951 -0.5334
H -2.7907 -3.3051 1.2157
H -1.1259 -2.9756 1.6959
O -3.2739 1.7832 -2.6635
C -2.3922 1.7814 -1.8127
O -1.6768 0.7535 -1.4007
H -2.0846 2.7025 -1.2646

***

55
Properties=species:S:1:pos:R:3 method="wB97M-V/def2-TZVPD" lumo_energy_ha=0.023 e_tot_ha=-1177.5324 homo_lumo_gap_ev=10.0866 e_homo_ev=-9.47
O -2.1494 -3.3276 0.5283
C -2.3429 -2.1428 0.3497
N -1.5148 -1.3601 -0.3683
H -1.7098 -0.3777 -0.4820
C -0.2696 -1.8415 -0.9241
H -0.1687 -2.8840 -0.6148
C 0.9050 -1.0051 -0.4239
C 2.2417 -1.5135 -0.9567
C 3.3949 -0.5884 -0.5785
C 4.7425 -1.0347 -1.1493
H 4.8300 -0.8358 -2.2163
C 5.7451 -0.2434 -0.3170
H 6.7539 -0.6496 -0.3739
H 5.7739 0.7898 -0.6670
C 5.1724 -0.3060 1.1036
H 5.6051 -1.1488 1.6428
H 5.4038 0.5979 1.6663
C 3.6540 -0.5061 0.9352
H 3.0870 0.3052 1.3907
H 3.3420 -1.4357 1.4123
H 4.8774 -2.1049 -0.9828
H 3.1744 0.4131 -0.9618
H 2.1884 -1.5826 -2.0458
H 2.4321 -2.5165 -0.5686
H 0.7625 0.0287 -0.7453
H 0.9119 -1.0166 0.6677
H -0.3157 -1.8017 -2.0186
C -3.5838 -1.4548 0.9265
C -3.3872 0.0053 1.3203
N -3.4410 0.9315 0.2060
C -3.9922 0.6915 -1.0115
O -4.0534 1.5623 -1.8593
C -4.4640 -0.7196 -1.2965
C -4.7544 -1.5486 -0.0551
H -4.9224 -2.5901 -0.3325
H -5.6577 -1.1781 0.4356
H -3.6868 -1.2003 -1.8977
H -5.3492 -0.6398 -1.9300
C -3.0257 2.2914 0.5242
C -1.5259 2.4242 0.5005
C -0.8712 2.4800 -0.7246
C 0.5057 2.5921 -0.7437
C 1.2579 2.6422 0.4174
C 0.5981 2.5729 1.6308
C -0.7823 2.4642 1.6731
H -1.2859 2.4267 2.6280
H 1.1633 2.6092 2.5496
H 2.3304 2.7362 0.3594
F 1.1406 2.6497 -1.9323
H -1.4292 2.4484 -1.6480
H -3.4660 2.9399 -0.2382
H -3.4215 2.5621 1.5076
H -4.1708 0.2831 2.0413
H -2.4188 0.1311 1.8195
H -3.8339 -2.0244 1.8273

***

60
Properties=species:S:1:pos:R:3 method="wB97M-V/def2-TZVPD" lumo_energy_ha=-0.003 e_tot_ha=-1876.6548 homo_lumo_gap_ev=9.5082 e_homo_ev=-9.58
C -4.3194 -2.6663 -0.6350
H -4.3018 -3.7297 -0.8618
H -4.1308 -2.1070 -1.5487
H -5.2991 -2.4003 -0.2487
C -3.2636 -2.3328 0.4122
H -3.4167 -2.9334 1.3157
C -3.3427 -0.8395 0.7940
O -4.0453 -0.4538 1.7015
N -2.5896 -0.0530 0.0118
H -2.0354 -0.4794 -0.7159
C -2.3864 1.3648 0.2340
C -0.9707 1.6038 0.7701
C -0.7390 3.0897 1.0206
C -0.9387 3.8646 -0.2766
C -2.3476 3.6342 -0.8132
C -2.6108 2.1482 -1.0651
C -4.0253 1.9327 -1.5971
H -4.1726 2.4903 -2.5190
H -4.2092 0.8802 -1.7984
H -4.7582 2.2713 -0.8681
H -1.8875 1.7874 -1.8062
H -2.4847 4.1874 -1.7444
H -3.0772 4.0091 -0.0916
H -0.7771 4.9308 -0.1066
H -0.2082 3.5227 -1.0130
H 0.2719 3.2478 1.4019
H -1.4422 3.4485 1.7757
H -0.8354 1.0367 1.6946
H -0.2454 1.2499 0.0322
H -3.1260 1.6634 0.9844
O -1.9538 -2.5919 -0.1111
C -1.1669 -3.4741 0.5095
O -1.5030 -4.2113 1.3931
C 0.2221 -3.3573 -0.0397
C 1.0857 -4.4452 -0.1569
C 2.3814 -4.3014 -0.6360
C 2.8368 -3.0466 -1.0003
C 1.9885 -1.9603 -0.8829
C 0.7024 -2.1051 -0.4121
H 0.0756 -1.2314 -0.3365
S 2.5487 -0.3215 -1.3448
O 3.3934 -0.4168 -2.4943
O 1.3981 0.5393 -1.4024
N 3.5178 0.0468 -0.0253
C 4.6038 0.9707 -0.3027
H 5.1294 0.6061 -1.1842
C 5.5172 1.0107 0.9228
H 6.3089 1.7487 0.7890
O 4.8004 1.4039 2.0699
C 3.7368 0.5232 2.3336
H 3.2297 0.9102 3.2184
C 2.7688 0.4461 1.1492
H 1.9978 -0.3025 1.3357
H 2.2909 1.4223 0.9901
H 4.1267 -0.4846 2.5424
H 5.9595 0.0160 1.0799
H 4.2146 1.9790 -0.5025
H 3.8316 -2.8968 -1.3870
H 3.0084 -5.1751 -0.7190
F 0.6635 -5.6691 0.1645

***

55
Properties=species:S:1:pos:R:3 method="wB97M-V/def2-TZVPD" total_charge=-2 spin_multiplicity=2 lumo_energy_ha="0.189 / 0.188" e_tot_ha=-4250.5585 homo_lumo_gap_ev="3.6710 / 4.1149" e_homo_ev="1.46 / 1.00"
Mn 0.3507 0.2450 0.5031
C 0.4777 0.7643 4.7748
C 0.4461 1.1806 3.3268
O 0.4794 0.2193 2.4799
C 0.4057 2.5713 3.0053
C 0.4201 3.5391 4.0471
C 0.3848 4.9058 3.8096
C 0.3349 5.3693 2.4922
C 0.3216 4.4572 1.4391
C 0.3588 3.0578 1.6341
O 0.3495 2.2666 0.6115
H 0.4760 -0.3228 4.8047
H -0.3918 1.1374 5.3315
H 1.3727 1.1321 5.2964
H 0.4599 3.1975 5.0740
H 0.3971 5.6000 4.6421
H 0.3092 6.4342 2.2853
H 0.2842 4.7967 0.4098
C 4.4312 -0.6382 -2.0735
Ge 2.4584 -0.4440 -2.0760
C 2.0024 -1.5044 -3.6882
C 2.1107 1.4344 -2.5677
C 1.6154 -0.8706 -0.4383
H 4.8221 -0.4420 -3.0815
H 4.7182 -1.6527 -1.7777
H 4.8854 0.0667 -1.3701
H 2.4200 -1.0063 -4.5725
H 0.9173 -1.5979 -3.8046
H 2.4340 -2.5099 -3.6130
H 2.0800 1.6034 -3.6503
H 2.8764 2.0830 -2.1299
H 1.1560 1.7268 -2.1302
H 1.9019 -1.8734 -0.0899
C -0.0542 -4.1836 -1.5013
N -1.0494 -3.1404 -1.5716
C -2.1784 -3.5523 -2.3627
C -1.4216 -2.6951 -0.2277
C -2.2350 -1.4185 -0.1844
C -3.6271 -1.5141 -0.2279
C -4.4318 -0.3781 -0.2184
C -3.8157 0.8656 -0.1637
C -2.4236 0.9490 -0.0889
C -1.5801 -0.1776 -0.0799
H 0.2562 -4.4790 -2.5062
H -0.4295 -5.0910 -0.9816
H 0.8224 -3.8122 -0.9696
H -1.8433 -3.8176 -3.3700
H -2.9048 -2.7434 -2.4417
H -2.6970 -4.4363 -1.9329
H -0.4939 -2.5238 0.3108
H -1.9747 -3.5151 0.2768
H -4.0881 -2.4993 -0.2614
H -5.5135 -0.4662 -0.2415
H -4.4157 1.7710 -0.1540
H -1.9674 1.9316 -0.0058

***

Please write out number 2 again, unchanged.
55
Properties=species:S:1:pos:R:3 method="wB97M-V/def2-TZVPD" lumo_energy_ha=0.023 e_tot_ha=-1177.5324 homo_lumo_gap_ev=10.0866 e_homo_ev=-9.47
O -2.1494 -3.3276 0.5283
C -2.3429 -2.1428 0.3497
N -1.5148 -1.3601 -0.3683
H -1.7098 -0.3777 -0.4820
C -0.2696 -1.8415 -0.9241
H -0.1687 -2.8840 -0.6148
C 0.9050 -1.0051 -0.4239
C 2.2417 -1.5135 -0.9567
C 3.3949 -0.5884 -0.5785
C 4.7425 -1.0347 -1.1493
H 4.8300 -0.8358 -2.2163
C 5.7451 -0.2434 -0.3170
H 6.7539 -0.6496 -0.3739
H 5.7739 0.7898 -0.6670
C 5.1724 -0.3060 1.1036
H 5.6051 -1.1488 1.6428
H 5.4038 0.5979 1.6663
C 3.6540 -0.5061 0.9352
H 3.0870 0.3052 1.3907
H 3.3420 -1.4357 1.4123
H 4.8774 -2.1049 -0.9828
H 3.1744 0.4131 -0.9618
H 2.1884 -1.5826 -2.0458
H 2.4321 -2.5165 -0.5686
H 0.7625 0.0287 -0.7453
H 0.9119 -1.0166 0.6677
H -0.3157 -1.8017 -2.0186
C -3.5838 -1.4548 0.9265
C -3.3872 0.0053 1.3203
N -3.4410 0.9315 0.2060
C -3.9922 0.6915 -1.0115
O -4.0534 1.5623 -1.8593
C -4.4640 -0.7196 -1.2965
C -4.7544 -1.5486 -0.0551
H -4.9224 -2.5901 -0.3325
H -5.6577 -1.1781 0.4356
H -3.6868 -1.2003 -1.8977
H -5.3492 -0.6398 -1.9300
C -3.0257 2.2914 0.5242
C -1.5259 2.4242 0.5005
C -0.8712 2.4800 -0.7246
C 0.5057 2.5921 -0.7437
C 1.2579 2.6422 0.4174
C 0.5981 2.5729 1.6308
C -0.7823 2.4642 1.6731
H -1.2859 2.4267 2.6280
H 1.1633 2.6092 2.5496
H 2.3304 2.7362 0.3594
F 1.1406 2.6497 -1.9323
H -1.4292 2.4484 -1.6480
H -3.4660 2.9399 -0.2382
H -3.4215 2.5621 1.5076
H -4.1708 0.2831 2.0413
H -2.4188 0.1311 1.8195
H -3.8339 -2.0244 1.8273